Here is a cluster of 3 separate species, C2H13N2O2 in total in a non-equilibrium geometry from the OMol25 dataset. Energies are from the ωB97M-V functional and the def2-TZVPD basis.

Charge: +1
Energy above the lowest of the compared OMol25 structures with the same formula, charge and spin in kcal per mole: 7.4
Gap between HOMO and LUMO in eV: 11.49
Max |F| in eV Å⁻¹: 1.6
HOMO energy in eV: -14.336
M in g mol⁻¹: 97.1

Last columns: bonded neighbours and bond lengths (Å).
Atoms and positions in Å:
1 C 0.54 1.75 -0.44  N2 1.464, C3 1.567, H5 1.079, H6 1.086
2 N -0.58 1.24 0.35  C1 1.464, H7 1.012, H8 1.014
3 C 0.83 0.80 -1.66  C1 1.567, N4 1.477, H9 1.084, H10 1.089
4 N -0.11 -0.33 -1.61  C3 1.477, H11 1.041, H12 1.018, H13 1.026
5 H 1.42 1.78 0.18  C1 1.079
6 H 0.38 2.76 -0.82  C1 1.086
7 H -0.29 0.99 1.28  N2 1.012
8 H -1.33 1.92 0.41  N2 1.014
9 H 1.86 0.48 -1.61  C3 1.084
10 H 0.69 1.39 -2.56  C3 1.089
11 H -0.82 -0.09 -0.89  N4 1.041
12 H -0.50 -0.52 -2.53  N4 1.018
13 H 0.34 -1.21 -1.33  N4 1.026
14 H -1.44 -2.12 3.00  O16 0.966
15 H -0.81 -0.80 3.50  O16 0.963
16 O -1.07 -1.28 2.70  H14 0.966, H15 0.963
17 H 0.49 -2.96 0.39  O19 0.968
18 H -0.11 -1.80 1.18  O19 0.979
19 O 0.52 -2.00 0.46  H17 0.968, H18 0.979